The following is a DFT calculation (ωB97M-V/def2-TZVPD) of a cluster of 16 separate species, C27H40BCl46O4P2 in total at a distorted geometry.

Geometry as XYZ:
```
120
Properties=species:S:1:pos:R:3
C 2.0510 -6.2464 -1.5734
C 2.8807 -5.6654 -0.8959
C 3.5742 -4.6925 0.0599
C 3.7704 -3.2331 -0.5050
C 2.5584 -2.6355 -1.3010
B 1.5896 -1.5833 -0.4755
C 0.2280 -1.4161 -1.4003
C -0.7533 -0.3068 -0.8736
C -2.2007 -0.7524 -0.4416
C -2.4220 -2.2768 -0.1556
C -2.8901 -3.0235 -1.4750
C -2.6243 -4.5732 -1.2945
C -3.2567 -5.1539 0.0246
P 0.9800 -2.2168 1.2472
O 0.6366 -3.8919 1.0469
Cl 2.5389 -2.0330 2.7184
P 2.5495 0.0949 -0.3589
O 2.2029 0.9015 -1.5823
O 4.2217 -0.0549 -0.3696
O 2.1436 1.0313 0.9682
H 1.2375 -6.7859 -2.0758
H 3.1088 -4.6677 1.0796
H 4.6090 -5.1068 0.2395
H 4.0887 -2.5951 0.3618
H 4.6742 -3.2627 -1.1917
H 1.8863 -3.3867 -1.7800
H 3.0048 -2.0374 -2.1499
H 0.6282 -1.0557 -2.3911
H -0.2207 -2.4179 -1.6061
H -0.8629 0.4547 -1.6868
H -0.3065 0.2688 -0.0182
H -2.9329 -0.3719 -1.1964
H -2.4537 -0.2020 0.5095
H -1.5310 -2.8302 0.2189
H -3.2466 -2.3647 0.6031
H -2.2914 -2.6310 -2.3368
H -3.9804 -2.8049 -1.6412
H -1.5131 -4.7337 -1.3342
H -3.0421 -5.1213 -2.1828
H -4.3587 -4.9332 0.0749
H -2.8030 -4.7151 0.9489
H -3.0883 -6.2633 0.0139
H 0.9892 -4.3712 1.8167
H 4.5054 -0.1730 0.5603
H 1.7603 0.5031 1.6915
C 4.8787 -8.6375 1.3002
Cl 3.1420 -8.8701 1.0807
Cl 5.6456 -8.1833 -0.2232
Cl 5.1900 -7.4180 2.5392
H 5.3097 -9.5778 1.6309
C -1.4848 3.4259 0.3574
Cl -2.6572 4.6846 0.7840
Cl -1.2494 2.3190 1.7151
Cl -2.0063 2.5498 -1.0814
H -0.5360 3.9055 0.1388
C -3.7847 0.4064 -4.3544
Cl -4.7507 -0.4736 -3.1685
Cl -3.3650 2.0154 -3.7534
Cl -2.3285 -0.4996 -4.7746
H -4.3834 0.5263 -5.2511
C -0.6778 7.7046 -0.0980
Cl 0.5092 6.5088 -0.6233
Cl 0.1089 9.2427 0.2827
Cl -1.9194 7.9325 -1.3370
H -1.1587 7.3340 0.8017
C 7.1067 -8.8217 5.8168
Cl 5.9773 -7.5367 6.2537
Cl 7.3602 -9.9185 7.1803
Cl 6.5244 -9.7079 4.4045
H 8.0588 -8.3670 5.5641
C 7.5792 -1.5471 0.0870
Cl 9.1114 -0.9657 -0.5779
Cl 7.0993 -3.0659 -0.6816
Cl 7.7010 -1.7347 1.8428
H 6.8116 -0.8081 -0.1250
C -0.5529 10.7371 -3.7002
Cl 0.6353 9.5552 -4.2514
Cl 0.2303 12.2725 -3.3028
Cl -1.8085 10.9782 -4.9222
H -1.0230 10.3521 -2.8005
C 9.3311 -9.5389 -1.0849
Cl 8.3283 -9.7368 -2.5260
Cl 9.5726 -7.8274 -0.7423
Cl 8.5899 -10.3364 0.3061
H 10.2938 -10.0019 -1.2733
C 3.5509 -6.3505 -5.1714
Cl 5.1093 -5.8367 -5.8418
Cl 3.0169 -7.8595 -5.9345
Cl 3.6468 -6.5351 -3.4134
H 2.8177 -5.5814 -5.3916
C -4.9409 5.5381 4.4335
Cl -3.7384 4.3650 3.9026
Cl -4.1787 7.0889 4.8066
Cl -6.1946 5.7437 3.2000
H -5.4106 5.1632 5.3367
C -9.5644 7.2218 3.0860
Cl -10.5321 7.0503 1.6185
Cl -9.2898 8.9295 3.4544
Cl -10.3475 6.4109 4.4455
H -8.6012 6.7521 2.9176
C 3.4320 6.5750 -3.7148
Cl 1.7022 6.3510 -3.9858
Cl 4.2388 7.0640 -5.2106
Cl 3.7128 7.7672 -2.4399
H 3.8524 5.6271 -3.3945
C 11.4299 -5.2432 1.8242
Cl 12.1570 -4.4979 3.2540
Cl 9.9053 -4.4545 1.4175
Cl 12.5485 -5.1824 0.4562
H 11.2256 -6.2847 2.0502
C -12.3738 11.2438 4.1713
Cl -13.3406 11.0699 2.7024
Cl -12.1021 12.9509 4.5396
Cl -13.1570 10.4315 5.5302
H -11.4098 10.7733 4.0021
C -16.7413 10.8830 1.1820
Cl -17.9018 12.1438 1.6142
Cl -16.5033 9.7672 2.5293
Cl -17.2759 10.0139 -0.2609
H -15.7907 11.3576 0.9606
```

Output
Charge: -1
E_HOMO in eV: -4.78